169
Properties=species:S:1:pos:R:3:forces:R:3:lowdin_charge:R:1 method="wB97M-V/def2-TZVPD" charge=0 e_above_lowest_kj_mol=644.7 homo_energy_ev=-9.359 lumo_energy_ev=-0.19 largest_force_ev_per_a=4.76
O 1.158883 -2.786028 -4.843292 -0.24 0.36 -0.36 -0.05
H 1.765393 -2.294178 -4.289712 0.11 -0.06 0.23 0.00
H 1.229593 -3.688948 -4.533502 0.23 -0.39 0.21 0.01
O 3.730833 -1.613338 -2.555052 -0.24 -0.15 0.19 -0.03
H 3.466553 -1.061438 -3.291122 -0.12 0.36 -0.08 0.06
H 4.680303 -1.694858 -2.645002 0.40 -0.14 -0.38 0.03
O 4.696503 -2.109908 0.058588 0.12 -0.19 0.69 -0.03
H 4.224073 -2.130908 -0.773642 -0.56 0.13 -0.36 -0.01
H 5.594313 -2.351578 -0.168952 0.30 -0.06 0.04 0.05
C -2.441887 5.549012 3.531398 -0.22 2.23 -2.25 -0.20
C -3.003397 5.390022 4.952018 0.54 -0.03 -0.64 -0.24
O -2.668597 6.574062 5.639328 -0.72 -0.56 0.66 -0.06
O -1.303027 6.406052 3.566128 2.17 -0.20 2.14 -0.11
H -3.055237 6.251292 2.966838 -1.37 -0.89 -0.06 0.11
H -2.201457 4.727642 2.856378 -0.37 -0.69 0.62 0.11
H -2.638897 4.488162 5.443848 0.42 -0.08 0.22 0.10
H -4.085947 5.268912 4.913118 -0.05 0.24 -0.11 0.12
H -1.786897 6.770092 5.314078 0.33 0.46 -0.10 0.06
H -0.933427 6.807202 2.776128 -0.73 -0.58 -0.42 0.06
C -2.204777 6.234152 -0.807292 -0.61 1.50 0.95 -0.22
C -3.634567 6.066842 -1.366022 2.97 -1.98 -0.16 -0.20
O -3.416907 5.876602 -2.771522 -0.85 0.50 0.22 -0.08
O -2.329287 6.751862 0.532878 0.11 0.13 -0.39 -0.10
H -1.714417 6.964652 -1.450742 0.10 0.23 -0.12 0.12
H -1.486757 5.425652 -0.669932 -0.69 -0.90 -0.95 0.11
H -4.245717 6.910352 -1.044952 -0.16 -0.16 -0.25 0.12
H -3.920627 5.064902 -1.046042 -0.99 0.42 0.81 0.12
H -3.956287 5.099522 -2.935272 -0.05 -0.19 -1.01 0.04
H -1.404177 6.733612 0.788698 0.23 0.31 0.66 0.02
C 3.370443 -8.540118 -0.076572 0.87 -0.59 0.99 -0.21
C 3.832533 -7.332978 -0.850482 -1.21 0.51 -0.47 -0.20
O 2.817883 -6.286998 -0.881122 0.82 -0.88 -0.03 -0.10
O 3.501803 -8.433848 1.379408 -0.21 0.66 -1.24 -0.08
H 4.009073 -9.363998 -0.395132 0.04 -0.19 -0.09 0.12
H 2.348823 -8.778558 -0.372472 -0.13 0.13 0.10 0.13
H 3.903403 -7.675618 -1.882802 -0.17 -0.02 -0.14 0.12
H 4.828063 -6.936868 -0.650172 -0.06 0.01 0.71 0.13
H 2.596463 -6.052998 0.023208 0.21 0.28 0.09 0.05
H 3.367613 -9.309068 1.750318 -0.05 -0.05 -0.03 0.08
C -5.832487 3.117602 -6.352682 0.47 1.34 0.43 -0.21
C -5.977387 3.833612 -4.956042 0.44 -2.98 0.63 -0.17
O -4.829627 3.456962 -4.134542 -0.75 1.32 0.15 -0.11
O -5.177777 3.971182 -7.287962 -0.60 0.45 -0.50 -0.08
H -6.796977 2.742872 -6.695362 -0.09 0.11 -0.19 0.11
H -5.096257 2.315452 -6.403682 -0.49 -0.51 1.19 0.11
H -6.777407 3.383452 -4.368302 -0.40 -0.49 -0.36 0.10
H -6.316927 4.868362 -4.910032 1.08 0.49 -0.69 0.11
H -4.086787 3.209902 -4.690192 0.30 0.13 -0.41 0.03
H -5.834117 4.577552 -7.638862 0.11 0.25 -0.09 0.08
C 1.046563 0.251042 4.694088 -0.14 0.93 0.11 -0.22
C 1.263433 1.518052 5.486588 -0.06 0.68 0.56 -0.22
O 2.362573 1.396102 6.391958 -0.44 -0.45 0.65 -0.06
O 2.225203 -0.009088 4.006188 1.61 -0.39 -1.39 -0.08
H 0.267743 0.493092 3.970938 -0.16 -0.63 0.04 0.11
H 0.908703 -0.686368 5.232928 -1.14 0.50 0.66 0.13
H 0.358933 1.841182 6.001938 -0.20 -0.32 0.19 0.12
H 1.568853 2.398512 4.921248 -0.44 -0.36 -1.13 0.13
H 1.989683 1.745412 7.204688 0.62 -0.16 0.38 0.08
H 2.916013 -0.045728 4.671808 0.38 0.05 0.01 0.10
C -0.113587 -5.244878 -0.406072 -0.40 -1.35 -0.09 -0.19
C -1.673187 -5.237388 -0.506142 0.45 0.93 -1.23 -0.21
O -2.254927 -6.554508 -0.596352 1.01 0.69 0.69 -0.06
O 0.490353 -4.077978 0.148128 -1.36 -0.20 -0.12 -0.08
H 0.365443 -5.449998 -1.363442 -0.39 0.21 -0.33 0.11
H 0.121003 -6.150518 0.153268 0.16 -0.01 0.58 0.12
H -1.923287 -4.722068 -1.433492 0.00 0.18 -0.17 0.12
H -2.103977 -4.591408 0.258868 -0.01 -0.40 0.45 0.09
H -3.170347 -6.417538 -0.850962 -0.12 -0.05 -0.04 0.09
H 1.218223 -4.319188 0.725728 0.47 0.20 0.01 0.04
C -2.780757 1.177002 3.064328 0.72 -0.02 -0.44 -0.26
C -2.736157 -0.327258 2.998188 -0.58 0.25 0.24 -0.28
O -1.994497 -0.770438 4.064158 1.22 0.05 1.36 -0.07
O -3.450827 1.594322 1.901288 -0.82 0.74 -0.19 -0.07
H -1.764467 1.567352 3.010468 0.40 -0.11 0.07 0.11
H -3.184357 1.628202 3.970758 -0.39 -0.46 0.16 0.13
H -2.280967 -0.612628 2.049778 -0.10 -0.03 -0.37 0.11
H -3.726397 -0.772568 3.094268 -0.46 0.24 -0.52 0.13
H -2.057017 -1.727328 4.109238 0.17 -0.39 0.08 0.03
H -4.125287 2.205002 2.207518 -0.14 0.12 -0.47 0.08
C 3.219213 1.029792 0.979268 -0.04 0.59 -0.55 -0.19
C 4.488693 1.715162 1.504588 0.32 1.04 1.13 -0.18
O 4.380273 3.176122 1.672058 -0.19 -1.56 -0.56 -0.08
O 1.994433 1.331272 1.696278 1.60 0.29 -0.47 -0.10
H 3.307023 -0.055848 0.937188 0.51 -0.01 -0.01 0.11
H 3.024433 1.383402 -0.033222 0.32 -0.02 -0.26 0.11
H 5.402563 1.516652 0.944648 -0.43 -0.06 -0.91 0.11
H 4.821353 1.353132 2.477408 -0.65 -0.25 0.42 0.11
H 3.488793 3.387442 1.385318 -0.23 0.26 0.05 0.05
H 2.176933 0.841042 2.501248 -0.64 -0.19 1.16 0.03
C -1.769827 -4.106298 2.816708 -1.26 -1.29 0.31 -0.20
C -2.695727 -5.331008 2.963978 -0.51 -0.41 -1.32 -0.23
O -4.091977 -5.094038 3.140148 0.89 0.68 0.45 -0.05
O -1.859377 -3.446408 4.073608 0.39 0.44 0.28 -0.07
H -2.051677 -3.390968 2.044058 -0.12 -0.08 0.04 0.11
H -0.797357 -4.531758 2.568928 0.35 0.40 0.18 0.10
H -2.339567 -5.895158 3.825948 0.29 -0.20 0.05 0.12
H -2.694577 -5.972658 2.082848 0.58 -0.05 -0.06 0.11
H -4.090787 -4.662758 3.997818 -0.71 0.29 0.21 0.07
H -1.180897 -3.747108 4.682568 0.08 -0.09 -0.01 0.11
C 2.193193 4.474182 -1.755712 2.10 -0.38 -1.69 -0.26
C 1.792523 3.546832 -2.863632 -0.68 -0.09 -0.94 -0.24
O 2.131553 2.223942 -2.553812 0.48 -0.78 -0.56 -0.07
O 1.218673 4.548032 -0.819962 -2.02 1.07 1.81 -0.06
H 2.455443 5.434272 -2.200182 -0.16 0.36 0.44 0.13
H 3.058403 4.034752 -1.259322 0.67 0.17 -0.37 0.12
H 2.110943 3.771842 -3.881502 0.94 0.17 0.22 0.12
H 0.722003 3.673402 -3.025122 -0.52 -0.15 0.36 0.11
H 1.411593 1.807442 -2.074442 -0.16 0.07 0.47 0.03
H 0.714353 3.731342 -0.836692 -0.27 -0.48 0.40 0.07
C -4.241867 -1.500748 -1.487382 -1.36 -0.45 -1.13 -0.22
C -4.691647 -1.900478 -0.132332 -0.33 -0.28 1.94 -0.26
O -5.424617 -3.109698 0.003868 -0.53 -0.77 -1.00 -0.07
O -5.316147 -1.148628 -2.381232 0.16 -0.18 0.01 -0.07
H -3.876417 -2.414828 -1.955352 0.65 0.20 -0.07 0.12
H -3.495487 -0.709588 -1.416062 0.17 -0.16 -0.01 0.11
H -5.349997 -1.178398 0.350678 0.63 0.85 -0.07 0.13
H -3.812417 -2.126418 0.470998 0.50 0.91 0.13 0.10
H -6.097277 -2.948968 0.669668 0.01 -0.24 -0.15 0.08
H -5.679897 -0.273118 -2.230332 0.25 0.12 0.34 0.08
C 2.492463 -4.242088 3.628078 0.88 1.75 0.11 -0.24
C 3.209023 -4.931668 2.461958 -1.30 -1.77 0.83 -0.23
O 2.975113 -4.306918 1.265308 -0.09 1.89 -1.17 -0.09
O 2.495723 -4.921108 4.852468 -0.33 -0.65 -0.10 -0.04
H 1.483553 -3.951698 3.335048 -0.34 -0.46 -0.45 0.11
H 2.898893 -3.257398 3.858938 0.58 0.10 -0.21 0.12
H 2.626013 -5.837938 2.297978 0.69 -0.98 0.73 0.12
H 4.287533 -5.088378 2.443388 -0.04 -0.48 1.35 0.14
H 3.655013 -3.629568 1.288158 -0.13 0.96 -1.33 0.08
H 1.765653 -5.539418 4.773158 0.10 -0.42 0.46 0.08
C -1.704987 1.941352 -4.252402 1.12 1.18 1.24 -0.25
C -0.446517 1.207082 -4.626432 0.22 -1.37 -2.53 -0.17
O 0.414323 1.901012 -5.656602 -1.18 -0.33 2.02 -0.07
O -2.514157 2.355372 -5.331312 0.46 -0.80 -0.30 -0.05
H -1.309967 2.841002 -3.780502 -0.50 0.35 0.61 0.11
H -2.289997 1.347652 -3.549992 -0.01 0.04 -0.04 0.13
H -0.782067 0.266732 -5.063752 0.16 -0.24 -0.42 0.12
H 0.168593 0.851392 -3.799852 0.11 0.85 0.12 0.10
H 0.058033 1.728792 -6.531252 -0.04 -0.30 -0.01 0.07
H -1.839987 2.502872 -5.998652 -0.38 0.56 -0.68 0.09
C 1.649163 6.318602 1.998678 1.53 0.50 0.88 -0.22
C 3.017213 6.874622 1.557178 0.10 -1.73 0.92 -0.30
O 2.939533 8.217122 1.456868 -0.22 2.81 -0.91 -0.04
O 0.609183 6.500932 1.049338 0.68 0.01 0.57 -0.07
H 1.435603 6.919142 2.882898 -0.37 -0.22 0.09 0.12
H 1.827743 5.285992 2.298558 -0.59 -0.33 -0.04 0.12
H 3.475433 6.396962 0.691158 -0.34 -0.24 -0.54 0.11
H 3.765173 6.748482 2.339968 -0.20 -0.70 0.37 0.13
H 2.220723 8.413162 0.851488 -0.15 0.33 -0.14 0.09
H 0.877473 5.827982 0.419458 -0.55 -0.45 -1.23 0.04
C 4.869673 -4.253018 -4.497372 -3.75 -1.05 -2.73 -0.31
C 4.208263 -4.953848 -3.328812 -0.70 0.50 2.21 -0.20
O 2.780403 -5.225178 -3.451922 1.14 0.21 -1.84 -0.07
O 5.815573 -3.372098 -4.161502 3.12 1.62 2.60 -0.04
H 4.079523 -3.704608 -5.010232 -0.68 -0.01 0.01 0.12
H 5.143643 -4.968248 -5.272922 0.66 -0.37 0.11 0.12
H 4.240053 -4.285348 -2.468472 0.46 0.40 0.02 0.10
H 4.784483 -5.811358 -2.981322 -0.15 -0.47 -0.43 0.10
H 2.454173 -5.643948 -2.652042 0.42 -0.03 0.52 0.04
H 6.118363 -2.700358 -4.776872 -0.56 -0.56 -0.52 0.11
C 0.249513 -0.547098 -0.421952 -2.16 0.03 -0.63 -0.18
C -0.566857 0.841572 -0.431592 1.99 -1.87 0.95 -0.13
O 0.492363 1.787552 -0.420652 -0.90 1.14 -1.19 -0.12
O -0.685437 -1.625668 -0.399682 -0.47 0.92 -0.15 -0.08
H 0.952013 -0.644008 0.405818 -0.18 0.50 0.31 0.11
H 0.843053 -0.567058 -1.335962 0.11 -0.02 -0.28 0.11
H -1.194707 0.925672 0.455448 -0.03 -0.01 0.08 0.10
H -1.192857 1.017392 -1.306412 0.23 -0.29 -0.12 0.11
H 1.154963 1.521682 0.221128 -0.18 -0.04 0.81 0.02
H -0.287757 -2.460978 -0.143332 0.59 -0.26 0.06 0.02